## P
This record from the OMol25 dataset describes 2 unconnected molecules or ions with the total composition CHClF2OS2. The level of theory is the ωB97M-V functional and the def2-TZVPD basis.

ORCA input file:
```
! RIJCOSX wB97M-V def2-TZVPD def2/J DEFGRID3
* xyz 0 1
C -0.759 -0.521 -0.467
O 0.235 0.637 1.720
F -0.891 -0.026 -1.690
F -0.620 -1.834 -0.529
S 1.068 2.094 -0.570
S 0.652 0.534 0.359
Cl 2.164 -0.900 0.535
H -1.850 0.017 0.642
*
```

orbital gap = 9.3 eV
LUMO energy = -1.1 eV

## Q
This record from the OMol25 dataset describes CHClF2OS2 in the gas phase. The level of theory is the ωB97M-V functional and the def2-TZVPD basis.

ORCA input file:
```
! RIJCOSX wB97M-V def2-TZVPD def2/J DEFGRID3
* xyz 0 1
O 1.170 -0.387 -1.618
S 0.576 -0.393 -0.348
S -0.277 -2.213 0.177
Cl 1.962 0.266 1.147
C -0.922 0.726 0.232
F -0.347 1.674 1.030
F -1.056 1.417 -1.011
H -1.106 -1.089 0.390
*
```

orbital gap = 8.2 eV
LUMO energy = -1.6 eV
structure (SMILES) = O=[S@@](S)(Cl)=C(F)F

Which one sits at the top of the stability order? P does.

## P
This record from the OMol25 dataset describes 8 unconnected molecules or ions with the total composition C23H67Br2O28P7. The level of theory is the ωB97M-V functional and the def2-TZVPD basis.

ORCA input file:
```
! RIJCOSX wB97M-V def2-TZVPD def2/J DEFGRID3
* xyz 0 1
C 5.380 2.598 7.468
O 4.497 1.767 6.697
P 4.578 1.957 5.127
O 4.478 3.325 4.577
O 5.925 1.207 4.735
C 6.259 0.999 3.365
O 3.492 0.907 4.600
C 2.094 1.026 4.877
H 5.139 2.440 8.519
H 5.304 3.661 7.247
H 6.397 2.219 7.354
H 6.088 -0.018 3.025
H 7.303 1.276 3.216
H 5.728 1.744 2.765
H 1.841 2.049 5.158
H 1.791 0.365 5.688
H 1.549 0.738 3.974
C -0.834 6.143 -0.332
O -0.270 4.890 0.037
P 1.324 4.785 0.185
O 2.013 5.237 -1.032
O 1.597 3.274 0.562
C 2.961 2.891 0.678
O 1.710 5.606 1.492
C 1.199 5.194 2.755
H -1.630 6.360 0.381
H -1.269 6.035 -1.326
H -0.129 6.974 -0.359
H 3.030 2.179 1.503
H 3.614 3.739 0.866
H 3.320 2.308 -0.176
H 1.994 4.782 3.372
H 0.311 4.571 2.627
H 0.801 6.037 3.329
C 0.189 6.007 -4.143
O -0.032 4.702 -3.663
P -0.044 3.460 -4.705
O -0.082 3.818 -6.130
O -1.238 2.544 -4.204
C -2.402 2.342 -4.988
O 1.253 2.616 -4.269
C 1.656 2.493 -2.902
H -0.095 6.166 -5.189
H 1.236 6.293 -4.051
H -0.478 6.733 -3.670
H -2.566 2.995 -5.842
H -3.297 2.501 -4.376
H -2.559 1.299 -5.259
H 2.530 3.124 -2.728
H 2.024 1.478 -2.744
H 0.916 2.759 -2.151
C -2.856 2.834 -0.863
O -3.721 1.911 -1.509
P -3.199 0.406 -1.810
O -1.772 0.300 -2.135
O -4.160 -0.073 -3.002
C -4.146 -1.491 -3.239
O -3.603 -0.525 -0.563
C -4.975 -0.664 -0.210
H -3.116 3.880 -1.044
H -1.855 2.702 -1.274
H -2.911 2.749 0.223
H -3.984 -2.126 -2.368
H -3.397 -1.754 -3.985
H -5.135 -1.725 -3.631
H -5.253 -0.046 0.641
H -5.166 -1.701 0.077
H -5.661 -0.525 -1.049
C -0.970 -3.770 -3.429
O -0.730 -4.981 -2.667
P -1.614 -5.197 -1.349
O -1.437 -4.085 -0.402
O -3.126 -5.407 -1.832
C -3.305 -6.369 -2.883
O -1.104 -6.651 -0.874
C -0.162 -6.754 0.205
H -1.538 -3.001 -2.905
H -1.550 -4.128 -4.280
H -0.001 -3.360 -3.698
H -2.693 -7.249 -2.678
H -3.067 -5.992 -3.877
H -4.333 -6.725 -2.880
H 0.677 -7.300 -0.228
H -0.608 -7.280 1.043
H 0.276 -5.812 0.536
C -3.061 -0.313 2.811
O -3.738 -0.864 3.930
P -4.602 -2.204 3.738
O -5.503 -2.147 2.567
O -3.483 -3.327 3.635
C -2.758 -3.612 2.446
O -5.203 -2.460 5.177
C -6.338 -3.315 5.317
H -1.992 -0.310 2.990
H -3.427 0.697 2.606
H -3.306 -0.799 1.865
H -1.762 -3.195 2.598
H -3.179 -3.243 1.510
H -2.658 -4.679 2.241
H -7.205 -2.727 5.621
H -6.123 -4.024 6.114
H -6.593 -3.815 4.384
C 3.953 -0.924 -4.560
O 3.790 -2.193 -3.913
P 3.511 -2.189 -2.343
O 2.306 -1.441 -1.935
O 3.527 -3.723 -1.958
C 2.309 -4.361 -1.531
O 4.898 -1.570 -1.833
C 4.931 -0.788 -0.641
H 3.220 -0.841 -5.356
H 4.958 -0.779 -4.955
H 3.850 -0.125 -3.823
H 1.491 -3.788 -1.960
H 2.257 -4.551 -0.462
H 2.283 -5.322 -2.045
H 5.024 -1.410 0.253
H 3.964 -0.289 -0.540
H 5.737 -0.059 -0.632
Br 0.939 -1.766 2.563
C 0.550 -1.506 0.670
C 0.668 -0.063 0.227
Br -0.435 1.172 1.302
H -0.421 -1.959 0.441
H 1.100 -2.252 0.095
H 0.435 0.046 -0.833
H 1.684 0.334 0.222
*
```

orbital gap = 10.0 eV
LUMO energy = 0.4 eV
structure (SMILES) = COP(=O)(OC)OC.COP(=O)(OC)OC.COP(=O)(OC)OC.COP(=O)(OC)OC.COP(=O)(OC)OC.COP(=O)(OC)OC.COP(=O)(OC)OC.BrCCBr

## Q
This record from the OMol25 dataset describes 8 unconnected molecules or ions with the total composition C23H67Br2O28P7. The level of theory is the ωB97M-V functional and the def2-TZVPD basis.

ORCA input file:
```
! RIJCOSX wB97M-V def2-TZVPD def2/J DEFGRID3
* xyz 0 1
C -23.510 -11.536 -3.758
O -22.646 -10.450 -4.023
P -21.224 -11.019 -4.610
O -21.268 -11.705 -5.912
O -20.232 -9.750 -4.567
C -20.190 -8.905 -5.657
O -20.581 -11.801 -3.348
C -20.347 -13.181 -3.459
H -23.543 -11.729 -2.685
H -23.282 -12.433 -4.333
H -24.447 -11.104 -4.109
H -20.912 -9.093 -6.452
H -19.186 -9.028 -6.063
H -20.474 -7.881 -5.412
H -21.135 -13.788 -3.012
H -19.455 -13.451 -2.894
H -20.077 -13.525 -4.458
C -16.200 -8.530 11.535
O -14.931 -8.008 11.197
P -13.802 -9.007 10.606
O -13.254 -9.991 11.594
O -12.648 -8.044 10.116
C -11.860 -7.139 10.887
O -14.526 -9.658 9.243
C -14.248 -11.060 8.974
H -16.166 -9.577 11.836
H -16.900 -8.454 10.703
H -16.451 -7.808 12.312
H -10.803 -7.195 10.628
H -12.033 -7.256 11.956
H -12.145 -6.089 10.819
H -15.246 -11.444 8.761
H -13.841 -11.614 9.819
H -13.726 -11.187 8.025
C -8.250 -22.953 0.896
O -9.468 -22.208 1.225
P -9.493 -20.931 2.253
O -10.900 -20.492 2.560
O -8.633 -19.839 1.352
C -9.251 -18.635 0.795
O -8.438 -21.238 3.380
C -8.827 -22.142 4.405
H -7.431 -22.234 0.908
H -8.317 -23.356 -0.115
H -7.967 -23.668 1.668
H -8.468 -17.935 0.501
H -9.976 -18.096 1.405
H -9.896 -18.953 -0.023
H -8.186 -22.989 4.159
H -9.841 -22.539 4.352
H -8.555 -21.847 5.418
C -19.700 -21.512 3.730
O -20.087 -20.188 3.357
P -19.223 -19.040 4.159
O -19.414 -17.572 3.768
O -19.695 -19.324 5.736
C -20.770 -18.625 6.376
O -17.644 -19.458 4.322
C -16.778 -18.680 5.040
H -19.732 -21.724 4.799
H -18.836 -22.054 3.344
H -20.569 -22.036 3.333
H -21.693 -19.204 6.378
H -20.915 -17.804 5.674
H -20.604 -18.251 7.386
H -17.160 -17.660 5.012
H -15.911 -18.545 4.393
H -16.383 -18.975 6.013
C -11.621 -7.303 -6.779
O -11.592 -8.547 -6.079
P -12.911 -9.152 -5.420
O -13.966 -9.638 -6.393
O -12.319 -10.129 -4.233
C -11.486 -11.194 -4.409
O -13.353 -7.954 -4.443
C -14.605 -7.980 -3.753
H -11.118 -6.557 -6.164
H -12.568 -6.956 -7.194
H -10.948 -7.414 -7.629
H -11.896 -11.856 -5.173
H -11.313 -11.783 -3.508
H -10.546 -10.774 -4.765
H -15.288 -7.230 -4.151
H -14.626 -7.761 -2.685
H -15.091 -8.936 -3.950
C -6.142 -14.296 3.695
O -5.346 -15.219 4.411
P -4.036 -16.129 3.862
O -3.996 -16.339 2.416
O -2.724 -15.315 4.369
C -1.470 -15.744 3.936
O -4.050 -17.373 4.899
C -3.917 -18.680 4.395
H -7.109 -14.695 3.389
H -5.616 -14.019 2.782
H -6.298 -13.326 4.167
H -0.905 -15.982 4.837
H -0.838 -14.928 3.585
H -1.578 -16.639 3.323
H -3.911 -19.475 5.140
H -3.122 -18.914 3.687
H -4.831 -18.893 3.842
C -10.369 -20.763 -4.695
O -10.413 -20.024 -5.902
P -10.435 -18.408 -5.960
O -10.413 -17.638 -4.656
O -9.270 -17.961 -7.052
C -9.323 -18.431 -8.360
O -11.759 -17.949 -6.805
C -13.033 -18.504 -6.699
H -10.486 -20.161 -3.794
H -9.434 -21.291 -4.512
H -11.176 -21.492 -4.630
H -9.348 -17.616 -9.083
H -10.203 -19.020 -8.619
H -8.341 -18.838 -8.598
H -13.755 -17.811 -6.268
H -13.185 -19.433 -6.149
H -13.485 -18.703 -7.670
Br -14.333 -15.032 -1.729
C -14.454 -14.670 0.178
C -13.316 -13.608 0.592
Br -13.831 -12.960 2.427
H -14.386 -15.671 0.606
H -15.525 -14.474 0.215
H -13.079 -12.737 -0.018
H -12.405 -14.184 0.754
*
```

orbital gap = 10.4 eV
LUMO energy = 0.4 eV
structure (SMILES) = COP(=O)(OC)OC.COP(=O)(OC)OC.COP(=O)(OC)OC.COP(=O)(OC)OC.COP(=O)(OC)OC.COP(=O)(OC)OC.COP(=O)(OC)OC.BrCCBr

Which one sits at the top of the stability order? P does.